(1)
{"formula": "C4H8N2", "method": "ωB97M-V/def2-TZVPD", "symbols": ["C", "C", "C", "C", "N", "N", "H", "H", "H", "H", "H", "H", "H", "H"], "positions_angstrom": [[0.9567, -0.0209, -0.1073], [0.3100, -1.7293, -0.0382], [-1.3178, 0.9887, 0.4246], [-0.0342, 1.0121, -0.5109], [2.3187, -0.0040, -0.3325], [2.0275, 0.2594, 0.8380], [0.9034, -2.3946, -0.5994], [-0.6622, -1.9535, -0.5168], [0.3661, -1.8573, 0.9641], [-1.4048, -0.0727, 0.7016], [-2.2468, 1.4247, 0.1007], [-1.0629, 1.5600, 1.3646], [0.2799, 2.0343, -0.6657], [-0.4338, 0.7532, -1.6227]], "forces_ev_per_angstrom": [[-3.510, -3.626, 0.174], [-0.027, 4.108, -2.891], [2.385, -0.136, 1.372], [-3.289, -0.247, -2.886], [2.090, 0.739, -0.155], [-0.021, -0.466, -0.352], [1.659, -0.443, -0.333], [0.016, 0.979, 0.761], [-0.167, -1.054, 3.035], [-0.637, 0.507, 0.049], [-0.115, -0.058, -0.786], [-0.169, -0.698, -0.751], [0.809, 0.178, 0.415], [0.974, 0.218, 2.348]], "e_lumo_ev": 0.64, "energy_ha": -266.5881, "orbital_gap_ev": 10.62, "smiles": "CCC1(C)N=N1", "homo_ha": -0.3669}


(2)
{"formula": "C9H10N3", "method": "ωB97M-V/def2-TZVPD", "symbols": ["C", "C", "C", "C", "C", "C", "C", "C", "C", "N", "N", "N", "H", "H", "H", "H", "H", "H", "H", "H", "H", "H"], "positions_angstrom": [[2.2388, -0.1817, -1.5422], [1.1113, -0.5154, -2.2212], [1.5837, -0.7307, 2.0509], [2.0917, -0.3321, -0.1370], [-0.6332, -0.3323, -0.5585], [0.0986, -1.2937, -1.4403], [-1.4765, 1.2747, 1.1201], [-2.2679, 1.1148, -0.1561], [-0.3369, 0.2355, 0.8338], [2.2408, -0.8396, 0.9196], [-1.6902, 0.1563, -1.0137], [0.3513, -0.1975, 1.9089], [2.8119, 0.7093, -1.7529], [0.9833, -0.4168, -3.3444], [2.0902, -0.9136, 3.0009], [-0.5333, -1.8993, -2.1753], [0.4573, -2.0928, -0.8755], [-1.1143, 2.2395, 1.3692], [-2.0147, 1.0643, 1.9982], [-3.3164, 0.6858, 0.0421], [-2.6910, 1.9819, -0.8675], [0.0156, 0.2835, 2.8409]], "forces_ev_per_angstrom": [[-1.871, 1.399, 0.676], [1.084, -1.463, -1.017], [-0.093, -0.624, 0.882], [1.565, 0.380, -2.134], [0.448, -0.264, 1.102], [-1.309, -0.580, -2.236], [1.703, -1.104, -1.653], [-4.907, 1.254, -1.499], [-0.374, 0.151, 0.465], [-0.021, -0.100, 0.488], [-0.402, 0.516, -0.779], [-1.053, 1.937, 2.390], [0.755, -0.345, -0.741], [0.128, 0.441, 1.703], [-0.680, 0.154, -0.354], [-0.002, 1.504, 1.114], [1.572, -1.165, 1.166], [0.779, 1.160, -0.495], [-0.984, -1.018, 1.067], [1.312, 0.405, 0.184], [1.729, -1.144, 1.923], [0.622, -1.493, -2.250]], "e_lumo_ev": [-4.68, -4.68], "energy_ha": -512.7793, "orbital_gap_ev": [7.10, 7.10], "homo_ha": [-0.4329, -0.4329], "total_charge": 1}


(3)
{"formula": "C4H8N4", "method": "ωB97M-V/def2-TZVPD", "symbols": ["C", "C", "C", "C", "H", "H", "H", "H", "H", "H", "H", "H", "N", "N", "N", "N"], "positions_angstrom": [[-2.6318, -0.0612, 0.0191], [-0.0838, -0.0334, 0.2026], [0.3495, -1.3035, 0.0288], [1.6363, -1.3433, -0.1776], [-2.8812, -0.6283, 0.8997], [-3.4185, 0.6558, -0.0310], [-2.9009, -0.7529, -0.9472], [-0.5891, -1.9359, -0.0346], [2.1811, -2.3664, -0.2217], [3.1418, 0.5553, -0.0460], [0.0526, 1.7606, -0.6067], [1.7362, 2.6165, 0.1811], [-1.2069, 0.6880, 0.2132], [2.1589, -0.2280, 0.2250], [1.1467, 0.6761, 0.7221], [1.3091, 1.7008, -0.4267]], "forces_ev_per_angstrom": [[1.724, -0.635, -1.972], [-2.106, 4.376, 3.367], [-6.898, -3.047, -1.115], [3.242, -4.688, 0.355], [0.431, -0.470, 0.416], [-0.061, 1.137, -0.066], [1.510, 1.479, 2.093], [2.171, -0.514, -0.358], [-0.422, 2.247, -0.651], [-4.016, -4.084, 0.588], [3.944, 1.044, 0.585], [-2.138, -2.684, -2.343], [-0.218, -2.857, -0.752], [5.761, 5.162, 1.708], [-0.077, 0.158, -4.951], [-2.848, 3.376, 3.095]], "e_lumo_ev": 0.55, "energy_ha": -375.9601, "orbital_gap_ev": 8.59, "homo_ha": -0.2954}


(4)
{"formula": "C3H5N3O3", "method": "ωB97M-V/def2-TZVPD", "symbols": ["C", "C", "C", "N", "O", "O", "N", "N", "O", "H", "H", "H", "H", "H"], "positions_angstrom": [[0.5890, 1.4273, -0.8070], [-0.4346, -0.7041, 0.2456], [0.3563, -0.2048, -0.9126], [-0.8490, -1.9819, 0.1574], [-0.4445, 1.1293, 1.9078], [-0.3795, 2.2673, -0.4591], [-0.2717, -0.1435, 1.3802], [1.1481, -1.0281, -1.4564], [1.4382, 1.8347, -1.5644], [-0.4332, 1.0636, 2.8728], [-0.9334, 1.8637, 0.2407], [-1.2587, -2.4069, 0.9735], [-0.3584, -2.5490, -0.5181], [1.8315, -0.5674, -2.0605]], "forces_ev_per_angstrom": [[0.157, -1.041, -4.446], [0.876, 0.954, -0.679], [0.751, 1.714, 2.040], [-0.169, -0.274, 0.035], [0.482, 0.817, -1.742], [-0.524, -0.827, 1.256], [-1.565, -1.710, 3.442], [-0.893, 0.786, -0.691], [0.453, -0.206, 1.106], [0.037, -0.748, -0.393], [0.199, 0.463, -0.174], [0.210, -0.010, -0.025], [-0.083, -0.138, 0.072], [0.069, 0.222, 0.197]], "e_lumo_ev": [-0.03, -0.03], "energy_ha": -507.1834, "orbital_gap_ev": [8.99, 8.99], "smiles": "[H]/N=C(C(=O)O)/C(N)=N\\O", "homo_ha": [-0.3312, -0.3312]}


(5)
{"formula": "C28H62N4OP", "method": "ωB97M-V/def2-TZVPD", "symbols": ["C", "O", "C", "C", "C", "C", "C", "C", "C", "C", "C", "C", "C", "C", "N", "C", "N", "P", "C", "C", "N", "N", "H", "H", "H", "H", "H", "H", "H", "H", "H", "H", "H", "H", "H", "H", "H", "H", "H", "H", "H", "H", "H", "H", "H", "H", "H", "H", "H", "H", "H", "H", "H", "H", "H", "H", "C", "C", "C", "C", "C", "C", "H", "H", "H", "H", "H", "H", "H", "H", "H", "H", "H", "H", "H", "H", "C", "C", "C", "C", "C", "C", "H", "H", "H", "H", "H", "H", "H", "H", "H", "H", "H", "H", "H", "H"], "positions_angstrom": [[1.3314, -1.5005, 0.8814], [0.0904, -1.8291, 0.2312], [0.2792, -2.3440, -1.0986], [-0.2846, -1.3627, -2.2425], [-1.8648, -1.5572, -2.5303], [-2.3097, -0.3751, -3.5217], [-3.7928, 0.1368, -3.1989], [-3.8489, 1.2135, -1.9980], [-3.4636, 2.6806, -2.5344], [-3.6468, 3.8259, -1.4372], [-2.2740, 4.4509, -0.9065], [-1.4976, 5.2403, -2.0802], [0.0798, 5.2159, -1.8138], [0.7867, 4.1300, -2.7203], [2.1613, 3.8823, -2.4495], [2.5362, 2.8437, -3.3758], [3.7188, 2.2170, -3.5208], [3.7726, 0.9257, -4.7817], [5.4501, 0.0142, -4.6463], [2.5326, -0.3868, -4.1291], [1.3730, 2.5839, -4.1410], [0.2896, 3.3321, -3.7872], [1.5930, -2.2060, 1.7382], [1.2041, -0.4635, 1.3572], [2.2278, -1.4216, 0.1929], [1.3539, -2.5788, -1.3703], [-0.3276, -3.3042, -1.1737], [0.2505, -1.5923, -3.2266], [-0.1417, -0.2588, -1.9798], [-2.4432, -1.5235, -1.5426], [-1.9622, -2.5737, -3.0275], [-2.2474, -0.7461, -4.6047], [-1.5722, 0.4990, -3.4519], [-4.2302, 0.6003, -4.1511], [-4.4551, -0.7633, -2.9577], [-3.1168, 0.8767, -1.2001], [-4.9074, 1.1947, -1.5795], [-2.4159, 2.6354, -2.9702], [-4.1995, 2.9023, -3.3738], [-4.2622, 4.6726, -1.8756], [-4.1832, 3.3641, -0.5387], [-1.5885, 3.6376, -0.4792], [-2.5203, 5.2413, -0.1216], [-1.7633, 4.7248, -3.0554], [-1.8531, 6.3216, -2.1047], [0.2386, 4.8702, -0.7324], [0.5943, 6.2183, -1.9001], [4.5262, 2.4781, -2.9445], [5.5707, -0.2298, -3.5353], [6.3068, 0.6178, -5.0667], [5.2762, -0.9722, -5.1957], [3.0242, -1.4216, -4.1145], [1.6146, -0.3719, -4.7896], [2.2506, -0.1483, -3.0501], [1.1711, 1.9227, -4.8949], [-0.6665, 3.3308, -4.1494], [-2.6908, -0.9272, 2.2583], [-3.9704, -0.2003, 1.8857], [-3.7938, 1.3131, 1.7924], [-3.3952, 2.0149, 3.0936], [-4.3542, 1.8054, 4.2661], [-5.7505, 2.3566, 4.0076], [-2.3265, -0.6349, 3.2456], [-2.8627, -2.0062, 2.2770], [-1.9077, -0.7221, 1.5237], [-4.7624, -0.4514, 2.5970], [-4.3063, -0.5718, 0.9107], [-4.7267, 1.7495, 1.4166], [-3.0332, 1.5320, 1.0334], [-3.3086, 3.0894, 2.8933], [-2.3952, 1.6848, 3.3939], [-3.9395, 2.3081, 5.1460], [-4.4195, 0.7439, 4.5227], [-5.7124, 3.4277, 3.7937], [-6.3816, 2.2109, 4.8873], [-6.2344, 1.8535, 3.1675], [3.2885, -2.4687, 4.6453], [4.4686, -2.8891, 3.7782], [4.1757, -4.1154, 2.9119], [3.8594, -5.3994, 3.6837], [4.9430, -5.8542, 4.6622], [6.2636, -6.1936, 3.9832], [3.0137, -3.2482, 5.3586], [3.5425, -1.5726, 5.2171], [2.4143, -2.2405, 4.0296], [5.3440, -3.0658, 4.4095], [4.7305, -2.0539, 3.1189], [5.0317, -4.2890, 2.2501], [3.3292, -3.8910, 2.2525], [3.6765, -6.2009, 2.9589], [2.9206, -5.2725, 4.2328], [4.5830, -6.7451, 5.1870], [5.1094, -5.0931, 5.4306], [6.1278, -6.9856, 3.2427], [6.9880, -6.5439, 4.7223], [6.6963, -5.3240, 3.4836]], "forces_ev_per_angstrom": [[0.347, 1.201, 1.196], [1.639, -0.229, -0.905], [-0.865, -0.090, -1.347], [-0.840, -0.369, 0.213], [1.364, 0.756, -0.066], [-0.599, -0.433, 0.038], [0.106, 0.199, -0.303], [0.266, -0.357, -0.978], [-1.069, -0.520, 0.265], [0.700, -0.204, 0.352], [-0.246, 0.450, -0.687], [0.014, -0.163, 0.763], [-0.727, -1.225, -0.273], [2.511, -0.191, 0.336], [-2.769, -2.091, -3.027], [-3.310, 2.397, 0.943], [-0.709, -0.582, -0.124], [0.076, -0.890, -0.997], [-0.890, -0.035, 1.330], [0.593, -0.060, 0.927], [1.125, -1.390, -0.881], [2.413, 3.142, 4.398], [-0.478, 0.617, -1.243], [0.157, -1.407, -0.610], [-1.125, -0.268, 0.528], [-1.055, 0.225, 0.753], [0.845, 1.029, 0.077], [-0.594, 0.361, 1.332], [0.152, -1.466, -0.164], [0.746, -0.068, -1.411], [-0.276, 1.246, 0.698], [-0.152, 0.481, 1.486], [-0.935, -1.058, 0.069], [0.497, -0.499, 1.340], [0.963, 1.182, -0.243], [-0.919, 0.454, -0.709], [1.415, 0.264, -0.375], [-1.106, 0.139, 0.516], [1.097, -0.294, 0.814], [0.599, -1.044, 0.660], [0.542, 0.804, -1.261], [-1.032, 1.089, -0.469], [0.456, -1.323, -0.704], [0.347, 0.914, 0.942], [0.370, -1.509, -0.184], [0.004, 0.428, -1.577], [-0.500, -1.266, -0.291], [-0.824, 0.071, -0.112], [0.324, 0.218, -1.527], [-1.066, -0.790, 0.487], [0.334, 1.480, 0.569], [-0.790, 1.439, -0.220], [1.090, -0.195, 0.802], [0.209, -0.327, -1.401], [0.842, 0.177, 0.446], [0.722, -0.460, -0.145], [0.021, -0.164, 0.040], [0.000, 0.051, -0.079], [-0.205, 0.117, -0.023], [0.126, -0.094, 0.034], [0.032, 0.138, -0.016], [-0.061, -0.105, 0.112], [0.002, -0.001, -0.038], [0.120, 0.047, -0.002], [0.040, -0.059, 0.072], [-0.012, 0.060, -0.027], [-0.062, 0.042, 0.049], [0.047, 0.022, 0.015], [0.016, -0.006, 0.018], [-0.020, -0.027, 0.026], [-0.027, 0.006, -0.036], [0.011, -0.083, -0.047], [0.044, 0.023, -0.031], [-0.026, -0.035, -0.031], [-0.019, 0.053, -0.094], [-0.008, 0.049, 0.022], [0.138, 0.087, 0.117], [-0.119, 0.012, -0.124], [0.172, -0.031, -0.048], [-0.108, 0.036, 0.078], [-0.048, -0.097, -0.087], [0.084, 0.023, 0.149], [-0.034, 0.043, -0.040], [-0.102, -0.048, -0.006], [-0.015, -0.041, 0.057], [-0.012, -0.028, -0.044], [0.052, -0.054, 0.034], [-0.053, -0.020, 0.033], [0.009, 0.006, 0.024], [0.019, 0.022, 0.044], [0.025, 0.006, -0.045], [-0.010, 0.096, 0.005], [-0.043, -0.008, -0.025], [0.023, 0.051, -0.010], [0.008, 0.004, -0.106], [0.005, -0.052, -0.011]], "e_lumo_ev": -2.72, "energy_ha": -1739.3161, "orbital_gap_ev": 9.05, "homo_ha": -0.4325, "total_charge": 1}


(6)
{"formula": "C21H17BrF32NO5S", "method": "ωB97M-V/def2-TZVPD", "symbols": ["N", "C", "O", "S", "Br", "H", "C", "C", "C", "F", "F", "F", "F", "O", "C", "C", "F", "F", "F", "F", "H", "H", "H", "H", "C", "C", "C", "F", "F", "F", "F", "O", "C", "C", "F", "F", "F", "F", "H", "H", "H", "H", "C", "C", "C", "F", "F", "F", "F", "O", "C", "C", "F", "F", "F", "F", "H", "H", "H", "H", "C", "C", "C", "F", "F", "F", "F", "O", "C", "C", "F", "F", "F", "F", "H", "H", "H", "H"], "positions_angstrom": [[1.7876, -9.3644, 5.2746], [1.6266, -9.2967, 4.1387], [1.6155, -9.2584, 2.8118], [2.5599, -8.0136, 2.2789], [2.9083, -8.5995, 0.2721], [3.7297, -8.3993, 2.8677], [0.2158, -2.5259, 1.0631], [-0.0411, -4.0284, 1.2212], [0.5181, -4.7134, 2.4694], [1.8679, -4.6418, 2.5145], [0.2111, -6.0427, 2.4040], [0.3792, -4.6991, 0.1233], [-1.3882, -4.1902, 1.3175], [1.3029, -2.1647, 0.2343], [2.5727, -2.0441, 0.7241], [3.5438, -3.0141, 0.0347], [3.1261, -4.2956, 0.1960], [4.7574, -2.8970, 0.6071], [2.6168, -2.1786, 2.0614], [3.0147, -0.8023, 0.4256], [-0.6616, -2.1452, 0.5444], [0.2520, -2.0252, 2.0314], [0.0972, -4.2937, 3.3842], [3.6114, -2.7868, -1.0302], [-2.2966, -2.3467, -3.3439], [-2.9250, -1.7480, -4.6085], [-2.5731, -0.2960, -4.9470], [-2.9867, 0.5323, -3.9643], [-3.2022, 0.0466, -6.0883], [-4.2608, -1.9085, -4.5811], [-2.4295, -2.4843, -5.6475], [-3.1075, -2.3596, -2.1829], [-3.1277, -1.3196, -1.3058], [-4.5229, -0.6925, -1.1853], [-4.9392, -0.2428, -2.3797], [-4.4415, 0.3572, -0.3328], [-2.1898, -0.3963, -1.5799], [-2.8331, -1.8222, -0.0702], [-2.1496, -3.3996, -3.5790], [-1.3132, -1.9169, -3.1501], [-1.4946, -0.1832, -5.0871], [-5.2348, -1.4241, -0.7993], [-5.3570, 3.5104, 0.7709], [-6.7947, 4.0048, 0.5752], [-6.9958, 5.3052, -0.2078], [-6.4046, 6.3387, 0.4243], [-8.3197, 5.5581, -0.2922], [-7.4289, 4.0757, 1.7618], [-7.4149, 3.0420, -0.1743], [-4.7419, 3.8031, 2.0097], [-4.0369, 4.9557, 2.2081], [-4.6461, 5.8105, 3.3279], [-5.9202, 6.1286, 3.0343], [-3.9305, 6.9511, 3.4378], [-3.8853, 5.6626, 1.0760], [-2.7955, 4.6026, 2.6311], [-5.4367, 2.4249, 0.7641], [-4.7242, 3.7850, -0.0738], [-6.5877, 5.2131, -1.2178], [-4.6133, 5.2650, 4.2729], [5.5684, 1.9426, 0.5031], [5.8177, 3.3873, 0.9519], [5.3774, 4.5072, 0.0047], [6.0439, 4.4306, -1.1648], [5.6588, 5.6948, 0.5802], [7.1096, 3.5512, 1.2942], [5.0589, 3.5572, 2.0775], [6.6569, 1.2504, -0.0740], [6.9015, 1.2866, -1.4166], [8.2778, 1.8884, -1.7316], [8.3624, 3.1395, -1.2453], [8.4295, 1.9340, -3.0734], [5.9234, 1.9086, -2.0969], [6.9367, 0.0001, -1.8546], [5.3662, 1.3979, 1.4242], [4.6704, 1.8679, -0.1117], [4.3018, 4.4511, -0.1842], [9.0642, 1.2705, -1.2942]], "forces_ev_per_angstrom": [[-0.198, 0.118, -0.023], [0.254, -0.258, -0.097], [-0.053, 0.021, 0.230], [-0.049, 0.456, -0.186], [0.034, 0.011, 0.223], [-0.012, -0.181, -0.177], [-0.280, 0.429, 0.040], [0.035, -0.003, -0.173], [0.075, -0.014, 0.032], [-0.013, -0.053, 0.050], [-0.088, -0.139, 0.067], [-0.012, -0.026, 0.044], [0.031, 0.020, 0.048], [0.200, -0.457, -0.087], [-0.122, 0.245, 0.001], [0.108, 0.075, -0.059], [0.020, -0.029, -0.012], [-0.019, -0.021, -0.004], [0.060, 0.007, -0.007], [0.013, 0.021, 0.070], [0.008, -0.035, -0.003], [0.089, -0.126, 0.046], [-0.018, -0.023, -0.012], [-0.009, -0.016, 0.000], [0.354, -0.320, 0.047], [-0.165, -0.031, 0.046], [0.016, 0.023, -0.113], [0.036, 0.012, -0.048], [0.001, 0.012, 0.040], [0.051, 0.010, -0.030], [0.032, 0.012, 0.009], [-0.316, 0.227, -0.106], [0.152, -0.151, 0.008], [-0.105, 0.024, 0.011], [0.009, 0.001, 0.067], [-0.013, 0.000, 0.020], [-0.018, 0.020, 0.054], [0.029, 0.039, -0.016], [-0.029, 0.007, 0.007], [-0.070, 0.135, -0.033], [-0.002, 0.006, 0.015], [0.014, -0.004, 0.009], [0.285, -0.435, -0.230], [-0.028, 0.004, 0.205], [-0.080, 0.003, -0.071], [-0.028, -0.004, -0.038], [0.029, 0.016, 0.007], [0.003, 0.000, -0.055], [0.021, 0.012, -0.037], [-0.338, 0.296, 0.185], [0.162, -0.182, -0.081], [0.000, 0.030, 0.072], [0.045, 0.003, 0.021], [-0.004, -0.012, 0.010], [0.018, 0.037, 0.024], [0.013, 0.044, -0.052], [-0.018, 0.011, 0.015], [-0.085, 0.156, 0.010], [0.015, 0.010, 0.009], [-0.006, -0.003, -0.003], [-0.408, -0.412, 0.156], [0.217, -0.036, 0.019], [-0.047, 0.089, 0.043], [-0.034, 0.030, 0.018], [0.004, -0.019, -0.032], [-0.052, 0.012, -0.005], [-0.039, -0.002, -0.027], [0.325, 0.371, -0.031], [-0.162, -0.200, 0.057], [0.076, -0.004, -0.024], [0.010, -0.044, -0.028], [0.008, -0.009, 0.014], [0.029, -0.004, -0.041], [-0.047, 0.021, -0.048], [0.029, 0.023, 0.012], [0.054, 0.159, -0.064], [0.007, -0.008, -0.016], [-0.002, 0.004, 0.006]], "e_lumo_ev": -6.64, "energy_ha": -7408.9035, "orbital_gap_ev": 6.13, "homo_ha": -0.4695, "total_charge": 1}


Which formula does entry 6 have? C21H17BrF32NO5S